This record from the Open Molecules 2025 dataset describes the molecule C9H19PS. The level of theory is the ωB97M-V functional and the def2-TZVPD basis.

The geometry in ORCA input format:
```
! wB97M-V def2-TZVPD RIJCOSX def2/J DEFGRID3
* xyz 0 1
S 3.37 -0.38 0.54
H 1.79 3.57 0.62
H -1.95 -2.56 0.94
C -2.18 1.65 -0.31
C 0.36 -1.18 0.36
H 0.21 2.81 1.46
H -2.15 2.69 -0.21
H -1.44 -0.94 -0.86
C 1.20 2.60 1.05
H 1.02 2.08 -1.23
H 0.71 -0.34 -2.60
C 1.65 -0.36 -2.15
H -2.34 1.37 -1.39
H -1.44 -1.40 2.00
H -3.24 1.27 -0.03
H -1.13 1.11 1.53
C -1.21 0.79 0.46
H 0.52 -1.02 1.40
P 1.67 0.00 -0.30
H 1.07 -2.54 -1.11
H 1.92 -1.37 -2.31
C 0.82 -2.58 -0.08
H 1.77 2.12 1.83
H -2.89 -1.09 1.25
C 0.95 1.66 -0.15
C -1.07 -0.66 0.14
H 2.39 0.33 -2.67
H -0.07 -3.25 0.15
H 1.63 -2.90 0.55
C -1.93 -1.48 1.14
*
```

Computed properties:
relative energy (zero: lowest compared OMol25 entry of this formula, charge and spin): 58.92 kJ/mol
frontier orbital gap: 8.15 eV
HOMO level: -0.2890 Ha
calculated total energy: -1093.750694 a.u.
maximum force: 4.9 eV/Å

This record from the Open Molecules 2025 dataset describes an isolated ion of composition C4H11BrNO and charge +1. The level of theory is the ωB97M-V functional and the def2-TZVPD basis.

The geometry in ORCA input format:
```
! wB97M-V def2-TZVPD RIJCOSX def2/J DEFGRID3
* xyz 1 1
C -0.27 1.58 0.98
H -0.47 -1.41 1.43
H 0.77 1.80 0.97
H 0.52 0.31 -1.61
H 1.93 -1.84 -0.05
C -0.65 0.55 0.01
O -0.48 -1.81 -0.59
N 1.52 -0.91 0.27
H -0.40 1.17 2.00
H -0.75 2.44 0.64
H 1.92 -0.78 1.17
H -0.49 1.84 -1.60
H -0.63 -2.77 -0.32
C -0.38 0.74 -1.45
H -1.02 0.07 -2.06
H 1.63 -0.27 -0.44
Br -2.64 0.25 0.18
C -0.09 -0.97 0.46
*
```

Computed properties:
relative energy (zero: lowest compared OMol25 entry of this formula, charge and spin): 131.27 kJ/mol
frontier orbital gap: 9.99 eV
HOMO level: -0.5045 Ha
calculated total energy: -2862.709138 a.u.
maximum force: 4.9 eV/Å

This record from the Open Molecules 2025 dataset describes C25H36CeNO2 as an isolated structure. The level of theory is the ωB97M-V functional and the def2-TZVPD basis.

The geometry in ORCA input format:
```
! wB97M-V def2-TZVPD RIJCOSX def2/J DEFGRID3
* xyz 1 1
O 3.13 -2.63 -1.70
C 5.30 -1.38 -5.80
H 6.56 -2.21 -2.01
H -1.83 -1.71 -2.17
H 4.04 -1.21 -2.38
C 3.48 -3.27 -0.47
C -2.78 0.45 1.93
Ce 0.35 0.03 -0.31
C 0.54 0.91 2.08
C -0.38 -3.52 0.11
C -1.36 -2.74 0.88
C -2.48 -3.22 1.61
H 3.66 -4.35 -0.64
C 4.26 -1.02 -0.23
H -2.60 1.07 1.04
H 6.72 0.78 -3.50
C 5.94 -0.99 -4.49
C -3.14 -2.09 2.12
H -0.71 -4.55 0.04
H -2.87 0.44 -0.91
C -0.27 -0.25 -2.94
H -2.73 -4.26 1.71
H 5.80 -3.41 -3.08
H 7.30 -2.69 -4.92
C 1.89 0.61 1.74
C -1.95 0.43 -1.50
H 4.46 -0.72 -6.02
N -1.33 -1.35 0.93
H 0.63 -3.53 0.58
H -0.26 -3.12 -0.91
H 0.30 -0.87 -3.64
H 8.01 -1.46 -3.79
C 1.19 2.36 0.37
H 1.16 3.14 -0.39
O 5.14 -1.41 -3.33
H -1.27 2.58 -1.39
H -0.90 2.43 1.24
H -2.18 0.87 2.75
H 5.50 1.09 -4.77
H 3.76 -0.45 0.57
C 3.40 -1.25 -1.46
H 4.95 -2.42 -5.77
H 7.14 0.62 -5.22
C 2.30 1.53 0.70
C -0.07 1.14 -2.66
C 0.09 1.98 1.22
C 4.61 -2.45 0.23
C 7.10 -1.95 -4.14
H 5.12 -0.38 -0.50
H 0.70 1.78 -3.10
H -3.84 0.54 2.20
H 5.63 -2.73 -0.13
C 6.35 0.46 -4.48
C 6.18 -2.40 -3.01
C -1.11 1.57 -1.77
H -0.03 0.45 2.88
H 2.59 -3.17 0.21
H 3.32 1.61 0.31
C -2.43 -0.95 1.68
H 2.48 -0.21 2.15
H 6.04 -1.29 -6.61
C -1.41 -0.70 -2.19
H -4.06 -2.07 2.71
H 4.49 -2.53 1.34
H 2.61 -0.49 -1.63
*
```

Computed properties:
frontier orbital gap (spin up / spin down): 4.59 / 4.59 eV
HOMO level (spin up / spin down): -0.3525 / -0.3525 Ha
calculated total energy: -1654.187940 a.u.
maximum force: 3.7 eV/Å

This record from the Open Molecules 2025 dataset describes C4H7NO as an isolated structure. The level of theory is the ωB97M-V functional and the def2-TZVPD basis.

The geometry in ORCA input format:
```
! wB97M-V def2-TZVPD RIJCOSX def2/J DEFGRID3
* xyz 0 1
C -2.38 0.00 0.14
H 1.52 -1.15 -0.07
H 0.79 1.26 -1.06
C -0.36 -0.02 -0.03
C 0.45 1.32 -0.12
H 0.16 -1.87 -0.75
C 0.43 -1.28 0.02
H -0.32 2.24 -0.04
N -1.47 0.00 1.00
H -3.40 0.06 -0.03
O -1.36 -0.06 -1.14
H 1.16 1.28 0.57
H 0.25 -1.80 0.96
*
```

Computed properties:
relative energy (zero: lowest compared OMol25 entry of this formula, charge and spin): 344.54 kJ/mol
frontier orbital gap: 11.04 eV
HOMO level: -0.3662 Ha
calculated total energy: -286.500419 a.u.
maximum force: 7.2 eV/Å

This record from the Open Molecules 2025 dataset describes the molecule C2H5N. The level of theory is the ωB97M-V functional and the def2-TZVPD basis.

The geometry in ORCA input format:
```
! wB97M-V def2-TZVPD RIJCOSX def2/J DEFGRID3
* xyz 0 1
H 1.09 1.18 0.17
H -1.18 -0.07 1.05
C -0.65 -0.08 0.03
H 1.21 -0.58 0.58
C 0.81 0.15 -0.05
H -2.33 -0.56 -0.74
N -1.35 -0.58 -0.98
H 1.42 0.09 -1.05
*
```

Computed properties:
relative energy (zero: lowest compared OMol25 entry of this formula, charge and spin): 64.36 kJ/mol
frontier orbital gap: 11.15 eV
HOMO level: -0.3665 Ha
calculated total energy: -133.908914 a.u.
maximum force: 4.7 eV/Å

Which value of maximum force does entry 1 give? 4.9 eV/Å

Which value of calculated total energy does entry 5 give? -133.908914 a.u.